Arrangement one

Here is a cluster of 2 separate species, C4H12NOS in total from the Open Molecules 2025 dataset. Energies are from ωB97M-V/def2-TZVPD.

Summary:
Total charge = -1
Spin multiplicity = 1
Kohn-Sham gap = 6.014 eV

Cartesian coordinates (Å):
C1 -0.17090 2.10909 2.39466
N1 -0.12348 1.87656 0.94768
C2 0.12847 0.44705 0.62036
C3 -0.85390 -0.06840 -0.43669
S1 -0.52542 -1.61678 -1.28017
C4 1.59342 0.36938 0.19396
H1 -0.31915 3.19669 2.40828
H2 0.79835 1.91756 2.88908
H3 -0.96724 1.56656 2.88028
H4 -1.02786 2.19280 0.62073
H5 -0.13813 -0.24911 1.44796
H6 -1.08512 0.73360 -1.18239
H7 -1.84716 -0.08975 0.00386
H8 2.05611 0.78780 1.17126
H9 2.02179 -0.62678 0.07486
H10 1.54169 1.17487 -0.55149
H11 -0.23000 -3.93856 -4.49176
H12 -0.15076 -5.04267 -3.48738
O1 -0.70069 -4.73991 -4.22308

Atomic partial charges in e from the Löwdin method, atoms 1 to 5: -0.159 -0.116 -0.542 -0.829 0.109

***

Arrangement two

Here is a cluster of 2 separate species, C4H12NOS in total from the Open Molecules 2025 dataset. Energies are from ωB97M-V/def2-TZVPD.

Summary:
Total charge = -1
Spin multiplicity = 1
Kohn-Sham gap = 5.667 eV

Cartesian coordinates (Å):
C1 1.57618 0.34199 0.33156
C2 1.11856 1.75593 0.67358
S1 1.99878 2.89429 -0.46782
C3 0.41837 -0.72397 0.37328
N1 -0.58908 -0.72953 -0.69120
C4 -1.31183 0.50215 -1.01343
H1 1.92765 0.36862 -0.79575
H2 2.48099 0.09573 0.94450
H3 1.39916 2.13551 1.64875
H4 0.02368 1.98358 0.39375
H5 0.83341 -1.77334 0.46932
H6 0.04929 -0.42926 1.33389
H7 -0.18192 -1.09789 -1.52650
H8 -2.14561 0.61818 -0.24263
H9 -1.85977 0.27063 -2.09147
H10 -0.84979 1.50594 -1.09645
H11 -1.86565 -3.07106 1.14776
H12 -1.60777 -1.82885 0.20766
O1 -1.41462 -2.81865 0.40122

Atomic partial charges in e from the Löwdin method, atoms 1 to 5: -0.334 -0.788 0.051 -0.266 -0.174

***

Arrangement three

Here is a cluster of 2 separate species, C4H12NOS in total from the Open Molecules 2025 dataset. Energies are from ωB97M-V/def2-TZVPD.

Summary:
Total charge = -1
Spin multiplicity = 1
Kohn-Sham gap = 6.390 eV

Cartesian coordinates (Å):
C1 1.10187 1.30992 3.07044
N1 0.93016 0.02861 2.36443
C2 0.09891 0.14400 1.14127
C3 0.53941 -0.87420 0.12036
S1 -0.17106 -0.58261 -1.51439
C4 -1.35314 -0.04592 1.53444
H1 2.00892 1.36080 3.65980
H2 0.25181 1.43288 3.75645
H3 1.00775 2.12552 2.36008
H4 1.86067 -0.26094 2.07775
H5 0.23309 1.12866 0.69864
H6 0.29630 -1.87393 0.49248
H7 1.62201 -0.85095 0.10718
H8 -1.68118 0.71643 2.25069
H9 -1.99612 0.00532 0.65299
H10 -1.44539 -0.96756 2.10204
H11 -0.64285 -0.13391 -3.65930
H12 -1.38989 0.98244 -4.24480
O1 -0.77377 0.29971 -4.53663

Atomic partial charges in e from the Löwdin method, atoms 1 to 5: -0.146 -0.107 -0.548 -0.737 0.296

***

Most stable structure - arrangement three; separation to the second - 94.9 kJ/mol.

***

Arrangement one

Here is a cluster of 2 separate species, C4H12NOS in total from the Open Molecules 2025 dataset. Energies are from ωB97M-V/def2-TZVPD.

Summary:
Total charge = -1
Spin multiplicity = 1
Kohn-Sham gap = 6.303 eV

Cartesian coordinates (Å):
C1 -0.57617 1.43892 -0.81030
N1 -0.86686 0.45248 0.38367
C2 0.44907 -0.01083 1.07172
C3 0.28143 -1.47662 1.40772
S1 1.77741 -2.30307 2.19230
C4 -1.90816 2.25509 -1.16415
H1 0.03298 0.96361 -1.63530
H2 -0.03941 2.24590 -0.21241
H3 -1.32103 -0.37937 0.04299
H4 1.21935 0.19031 0.30417
H5 0.55733 0.63697 1.95858
H6 -0.44831 -1.81381 2.05607
H7 -0.16447 -1.90191 0.46091
H8 -2.28941 2.72357 -0.23600
H9 -2.71384 1.54349 -1.59447
H10 -1.68888 3.04418 -1.90184
H11 2.52617 -2.49051 0.03988
H12 2.21329 -2.56439 -1.49894
O1 2.95951 -2.55400 -0.86459

Atomic partial charges in e from the Löwdin method, atoms 1 to 5: -0.258 -0.113 -0.305 -0.733 0.161

***

Arrangement two

Here is a cluster of 2 separate species, C4H12NOS in total from the Open Molecules 2025 dataset. Energies are from ωB97M-V/def2-TZVPD.

Summary:
Total charge = -1
Spin multiplicity = 1
Kohn-Sham gap = 6.840 eV

Cartesian coordinates (Å):
C1 -0.60973 -0.75725 -2.20531
C2 -1.47719 -0.54658 -0.98422
S1 -2.25903 1.13976 -1.06645
C3 -1.12764 1.91736 0.17230
H1 -0.08563 -1.79225 -2.23966
H2 0.12782 0.10483 -2.24655
H3 -1.23895 -0.68634 -3.15895
H4 -0.85917 -0.55470 -0.06886
H5 -2.27686 -1.27491 -0.89190
H6 -1.69995 2.14269 1.11340
H7 -0.20598 1.28789 0.32686
H8 -0.86091 2.87972 -0.30587
N1 1.98964 -1.29437 2.21926
C4 1.86440 0.01623 1.49714
O1 0.96287 -0.01535 0.44492
H9 2.24747 -2.00449 1.49569
H10 1.03596 -1.59671 2.43361
H11 1.56412 0.75937 2.30669
H12 2.90877 0.27507 1.15790

Atomic partial charges in e from the Löwdin method, atoms 1 to 5: -0.231 -0.584 0.688 -0.427 0.084

***

Most stable structure - arrangement one; separation to the second - 15.7 kJ/mol.